Entry 1:
72
Properties=species:S:1:pos:R:3:forces:R:3:lowdin_charge:R:1 method="wB97M-V/def2-TZVPD" charge=+2 molar_mass_g_mol=702.0 e_homo_ev=-11.80 orbital_gap_ha=0.0772
Hf -0.209 2.156 4.386 2.0 1.7 -0.2 1.7640
C -2.173 0.524 4.735 0.4 -2.3 -1.0 -0.1259
C -1.100 0.069 3.978 -2.1 -1.3 0.9 -0.2094
C -1.129 -0.167 2.477 0.1 -0.3 0.3 -0.1820
C -0.605 0.949 1.553 0.5 0.0 0.3 -0.1810
C -0.925 2.356 2.016 -2.0 0.1 -0.6 -0.1867
C -2.112 2.702 2.654 0.7 0.5 -2.3 -0.1282
C -3.330 1.834 2.814 -0.5 -0.5 0.3 -0.1278
C -3.439 1.058 4.163 -0.2 1.1 0.0 -0.1281
C -0.485 4.248 4.765 -0.4 0.4 0.3 -0.2092
H -2.214 0.215 5.787 0.2 0.5 -0.2 0.1405
H -0.324 -0.523 4.504 -0.2 0.5 0.1 0.1508
H -2.130 -0.486 2.152 0.3 0.1 0.4 0.1315
H -0.463 -1.040 2.388 -0.3 0.3 -0.1 0.1221
H 0.486 0.837 1.434 -0.2 0.1 -0.1 0.1233
H -1.019 0.787 0.539 0.1 0.2 0.2 0.1344
H -0.317 3.132 1.525 0.0 0.1 0.8 0.1492
H -2.312 3.774 2.793 0.3 -0.5 0.1 0.1232
H -3.460 1.148 1.957 0.3 0.4 0.4 0.1389
H -4.200 2.512 2.796 0.4 -0.2 -0.1 0.1451
H -3.877 1.734 4.918 0.0 -0.3 -0.2 0.1399
H -4.168 0.244 4.039 0.2 0.0 0.2 0.1613
H -0.977 4.465 5.725 0.0 0.2 -0.3 0.0432
H -0.971 4.829 3.968 0.2 -0.1 0.3 0.0300
H 0.545 4.634 4.889 0.0 -0.2 0.0 0.0510
P 0.964 0.707 -2.383 0.0 1.2 -3.3 1.0509
P 1.536 -2.117 -0.640 -1.0 -2.6 -0.8 1.0450
N -0.358 1.526 -3.235 -0.7 -0.1 0.7 -0.2755
N 2.194 1.242 -3.561 0.8 -0.2 0.8 -0.2646
N -0.107 -2.805 -0.641 -0.8 1.2 0.1 -0.2503
N 2.335 -3.643 -0.306 0.9 0.1 0.1 -0.2825
C 0.679 -0.970 -3.086 -0.1 -0.5 0.3 -0.4013
C 1.633 -2.027 -2.493 0.5 0.2 0.0 -0.3854
C -1.214 2.428 -2.589 -0.3 -0.3 -1.1 -0.1772
C -2.170 2.861 -3.501 0.9 -0.5 0.4 -0.0920
C -1.893 2.218 -4.751 0.9 -0.6 0.9 -0.0641
C -0.797 1.387 -4.553 -0.7 0.7 0.4 -0.1246
C 3.304 2.007 -3.187 0.4 -0.1 -0.9 -0.1617
C 4.090 2.260 -4.307 -1.0 -0.4 0.7 -0.0828
C 3.436 1.647 -5.424 -0.8 -0.4 1.1 -0.0659
C 2.301 1.014 -4.932 0.7 0.3 -0.2 -0.1486
C -1.059 -2.194 0.170 0.0 -0.9 -0.3 -0.1989
C -2.275 -2.835 0.032 0.6 0.4 -0.1 -0.0831
C -2.100 -3.819 -0.985 0.8 0.3 -0.2 -0.0590
C -0.780 -3.746 -1.415 -0.5 0.2 0.6 -0.1319
C 2.070 -4.933 -0.786 1.1 -0.3 0.1 -0.1314
C 3.181 -5.742 -0.583 -0.7 1.4 0.2 -0.0632
C 4.180 -4.933 0.063 -0.8 0.7 -0.2 -0.0800
C 3.645 -3.662 0.220 -0.2 -1.0 -0.4 -0.1587
H 0.780 -0.965 -4.181 0.0 0.1 0.4 0.0706
H -0.371 -1.225 -2.875 0.2 0.0 0.1 0.0830
H 1.430 -3.017 -2.935 0.2 0.4 0.3 0.0844
H 2.684 -1.769 -2.709 -0.3 -0.1 -0.2 0.0875
H -1.041 2.660 -1.545 -0.1 0.1 -0.2 0.0641
H -2.968 3.552 -3.296 0.0 0.1 0.0 0.0896
H -2.421 2.355 -5.681 0.0 -0.1 0.0 0.1014
H -0.320 0.709 -5.245 -0.1 0.2 0.2 0.0896
H 3.440 2.283 -2.152 0.0 0.0 -0.1 0.0836
H 5.025 2.796 -4.331 -0.1 0.1 0.1 0.0955
H 3.761 1.658 -6.455 -0.1 -0.1 0.1 0.1025
H 1.596 0.392 -5.461 0.2 0.2 0.0 0.0833
H -0.750 -1.330 0.723 0.0 -0.4 -0.2 0.0118
H -3.172 -2.602 0.591 0.0 -0.1 -0.2 0.0907
H -2.859 -4.485 -1.369 0.1 0.0 0.0 0.1067
H -0.272 -4.276 -2.208 -0.2 0.0 0.2 0.1060
H 1.115 -5.191 -1.199 0.1 0.0 0.0 0.0753
H 3.265 -6.783 -0.864 -0.1 0.1 0.1 0.1028
H 5.162 -5.269 0.369 -0.2 0.2 0.0 0.0995
H 4.050 -2.768 0.668 0.1 0.0 0.0 0.0870
O -0.575 1.743 7.644 0.3 0.7 -4.5 0.2009
N -0.413 1.900 6.467 1.9 -0.9 5.3 -0.2070
O 0.968 1.769 5.963 -1.9 0.1 0.3 -0.1925

Entry 2:
31
Properties=species:S:1:pos:R:3:forces:R:3:lowdin_charge:R:1 method="wB97M-V/def2-TZVPD" charge=+1 molar_mass_g_mol=246.2 e_homo_ev=-11.46 e_above_lowest_kcal_mol=68.1 orbital_gap_ha=0.2571
C 0.725 2.902 0.245 0.0 -0.6 0.0 -0.0550
C 1.136 1.437 0.360 0.0 0.5 -0.3 -0.2653
O 0.312 0.679 1.236 0.3 0.1 0.2 -0.1816
C -0.920 0.374 0.679 -0.1 0.1 -0.2 -0.5121
P -0.998 -1.300 -0.144 -0.8 -1.0 0.6 0.8651
C 0.724 -1.803 -0.539 -0.2 0.1 -0.6 -0.4286
O 1.091 -2.820 0.368 0.4 0.1 0.3 -0.0685
C 2.428 -3.131 0.470 0.7 -1.2 2.0 -0.4771
C 3.345 -2.921 -0.705 -0.3 0.4 0.3 0.0240
O 2.821 -3.653 1.501 -0.9 1.0 -1.9 0.1155
P -1.732 -0.732 -2.129 0.9 1.3 -0.4 0.1694
S -1.247 1.092 -2.681 -0.3 -0.1 0.1 0.0770
H 1.271 3.499 0.955 0.1 0.4 0.2 0.0760
H 0.912 3.243 -0.760 0.2 0.3 -0.3 0.0781
H -0.338 3.027 0.402 -0.3 0.1 0.1 0.0538
H 1.148 0.995 -0.632 -0.2 -0.2 -0.2 0.0809
H 2.138 1.391 0.749 0.3 -0.2 0.3 0.1262
H -1.636 0.352 1.495 -0.2 -0.3 0.3 0.0525
H -1.257 1.124 -0.043 0.1 0.1 -0.2 -0.0078
H 1.408 -0.970 -0.542 0.2 0.2 0.3 0.0739
H 0.701 -2.188 -1.555 0.0 -0.1 -0.3 0.0795
H 3.502 -3.878 -1.173 0.1 -0.4 -0.2 0.1007
H 4.279 -2.574 -0.300 0.5 0.0 0.1 0.0949
H 3.014 -2.202 -1.437 -0.2 0.1 -0.3 0.0672
H -3.119 -0.944 -2.125 0.1 -0.4 0.0 -0.0612
H -1.164 -1.695 -2.978 -0.4 -0.3 0.1 -0.0453
N -3.711 2.139 1.857 0.0 0.1 0.0 0.3334
H -4.163 1.451 2.463 0.0 0.0 0.0 0.1657
H -3.567 1.736 0.927 0.1 0.0 0.0 0.1461
H -4.302 2.971 1.782 0.0 0.0 0.0 0.1656
H -2.803 2.398 2.252 0.0 0.0 0.0 0.1573

Entry 3:
21
Properties=species:S:1:pos:R:3:forces:R:3:lowdin_charge:R:1 method="wB97M-V/def2-TZVPD" charge=-2 molar_mass_g_mol=201.1 e_homo_ev=0.73 e_above_lowest_kcal_mol=79.4 orbital_gap_ha=0.1988
C -3.304 -1.560 -0.237 -1.5 0.0 0.1 -0.2028
C -3.120 -0.233 -0.664 2.5 -1.6 1.6 -0.1716
C -2.237 -2.167 0.514 -0.4 -0.1 -1.9 -0.2055
C -1.891 0.417 -0.435 -1.9 1.8 -1.9 -0.1132
C -1.038 -1.549 0.699 -0.1 1.1 -0.8 -0.0578
C -0.781 -0.169 0.118 2.4 -2.6 3.4 -0.3500
C 1.798 2.261 0.073 -3.5 0.4 2.2 -0.1283
N 0.437 0.303 0.406 -0.7 0.6 -0.6 0.0277
O 4.220 -0.172 1.393 -0.2 -0.7 1.5 -0.3875
O 3.209 -1.286 -0.760 0.6 0.9 0.7 -0.3935
O 4.427 1.034 -0.750 -0.3 -0.5 -0.5 -0.4225
O 0.476 1.696 -0.046 0.2 0.8 -0.7 -0.2749
P 3.858 -0.152 -0.027 0.8 -0.2 -1.7 0.2289
H -4.306 -2.102 -0.385 1.6 0.8 0.2 0.0648
H -3.799 0.340 -1.196 -1.7 0.7 -0.9 0.0437
H -2.254 -3.257 0.580 -0.3 0.1 0.8 0.0690
H -1.783 1.430 -0.861 0.0 -0.6 0.4 0.0804
H -0.287 -2.146 1.207 0.4 0.5 -0.2 0.0818
H 2.503 1.805 -0.475 2.3 -2.0 -1.9 -0.0329
H 2.040 2.221 1.126 0.5 0.1 0.4 0.0743
H 1.831 3.285 -0.280 -0.7 0.4 0.0 0.0701

Entry 4:
31
Properties=species:S:1:pos:R:3:forces:R:3:mulliken_spin:R:1 method="wB97M-V/def2-TZVPD" molar_mass_g_mol=419.1 e_homo_ev="-10.26 / -10.26" s_squared=0.76 orbital_gap_ha="0.3107 / 0.0788" spin_multiplicity=2
K 2.081 -0.372 -0.373 0.8 -0.4 -1.2 0.0004
P 0.985 -0.442 -4.065 1.0 1.7 -3.3 0.0000
F 0.693 0.717 -5.256 -0.4 -1.0 1.6 0.0000
F -0.064 0.337 -3.060 -0.2 0.0 0.4 0.0002
F -0.169 -1.413 -4.549 -1.1 0.3 -0.8 0.0000
F 1.269 -1.529 -2.951 0.8 -0.7 1.8 0.0000
F 2.017 -1.099 -5.127 -0.2 -0.1 0.9 0.0000
F 2.180 0.485 -3.452 -0.3 0.0 0.2 0.0000
P 5.656 -1.521 -1.377 2.6 -1.6 -3.7 0.0000
F 5.219 -0.850 -2.798 -1.2 0.2 1.1 0.0000
F 7.177 -1.026 -1.748 -0.2 -0.2 0.7 0.0000
F 5.421 -0.154 -0.605 -0.8 0.6 0.9 0.0000
F 6.228 -2.277 -0.080 -0.7 0.3 0.2 0.0000
F 4.097 -2.008 -1.000 0.4 0.4 -0.1 0.0000
F 5.920 -2.890 -2.287 -0.6 0.4 1.4 0.0000
C -5.299 0.304 4.232 1.5 0.5 -0.5 0.0009
O -4.291 0.435 3.177 0.8 0.0 -0.4 0.4688
C -3.268 1.475 3.263 -1.8 -0.4 -0.8 0.0389
C -2.094 1.176 2.327 -0.2 -0.5 -1.3 0.0270
O -2.272 1.474 0.947 -0.2 -0.3 -0.2 0.3300
C -1.375 0.738 0.010 -1.8 -0.2 0.3 -0.0062
H -6.034 -0.450 3.954 0.5 0.0 -0.1 0.0003
H -5.762 1.285 4.338 -0.1 0.0 0.3 0.0189
H -4.666 0.047 5.081 -0.6 -0.1 0.5 0.0236
H -2.958 1.686 4.287 0.0 -0.2 0.1 0.0115
H -3.889 2.287 2.885 0.5 0.9 -0.2 0.0263
H -1.855 0.118 2.429 0.5 -0.1 0.2 0.0085
H -1.267 1.860 2.520 0.3 -0.1 1.2 0.0267
H -1.708 0.902 -1.015 0.1 0.7 0.2 0.0006
H -1.648 -0.305 0.166 0.7 -0.3 0.3 0.0134
H -0.326 1.011 0.125 -0.2 0.0 0.3 0.0103